204
Properties=species:S:1:pos:R:3:forces:R:3 method="wB97M-V/def2-TZVPD" orbital_gap_ev=11.19 total_charge=0 de_lowest_kcal_mol=126.67 e_lumo_ev=0.21
N -2.37227 -7.71254 7.99555 0.3 -1.3 1.0
N -7.77536 2.50668 -0.73087 0.4 3.3 1.2
N 5.33270 -1.20726 -2.20780 -1.3 0.9 -0.2
N -2.58162 -1.18025 -1.63440 -0.4 0.6 1.1
N -5.18481 -1.87898 -5.11472 -0.9 1.9 2.0
N 3.63923 -5.98033 -0.04371 -0.1 -0.4 0.1
N -3.37028 4.52756 -3.51198 -1.4 -0.5 -1.6
N -0.08583 -5.34332 1.38035 0.3 -2.7 0.5
N -2.01374 0.70779 6.28835 -2.9 -1.1 3.0
N -1.56594 2.53556 0.64450 1.8 -5.5 0.6
N 10.40277 -0.90309 0.82321 -0.2 0.2 0.2
N 3.19044 1.09958 2.63719 -0.4 5.0 -4.0
N 5.57778 -3.00655 1.77448 -2.2 -0.2 0.7
N -5.59948 -0.46670 5.11908 0.1 -0.4 -2.4
N -0.98375 7.38025 -6.83596 -4.1 -6.2 -0.5
N -0.38633 7.72810 1.10989 -6.1 -1.7 3.7
N 7.74779 -1.25660 -4.60103 0.7 -0.5 0.1
C -2.44877 5.15369 -6.86011 -0.6 -0.6 0.3
C 2.65504 -2.40889 3.81625 1.6 0.8 -0.8
C -2.69332 -5.64933 6.39425 1.8 -0.8 0.1
C -5.47074 1.71237 -4.93881 -1.0 0.1 -2.0
C 0.38297 -7.85799 1.95614 0.3 -0.1 -2.0
C -1.40875 7.46433 1.72591 5.6 1.2 -3.5
C -0.30044 5.67252 -2.31462 -1.4 0.4 -1.3
C 4.50144 -3.16201 2.20225 3.0 0.2 0.0
C -0.88152 -1.89067 -4.61585 0.7 1.8 -1.3
C 9.57949 -0.47653 1.50465 -1.4 -0.5 0.5
C -3.25956 -1.31581 8.81334 0.1 -0.6 1.7
C -5.55251 -1.10937 -4.30828 1.4 -2.9 -2.1
C -7.63322 3.59740 -0.30501 0.0 -5.2 -1.5
C -1.66197 -4.53475 6.75251 -1.1 0.5 -0.8
C 6.45016 -4.76193 -3.25787 1.2 -1.7 1.7
C 1.15122 -2.34775 3.98489 -0.2 -1.3 0.4
C 3.15152 -3.35269 2.69708 -0.7 0.5 -0.4
C -1.30744 -0.55676 -5.30512 -0.6 -0.6 -0.1
C -4.72823 1.43985 2.15309 -0.9 -0.1 -0.4
C 3.22746 -5.05045 -0.57259 1.1 -0.2 0.5
C 2.77284 -3.85077 -1.20763 -1.0 0.1 -1.0
C 0.57681 -7.23211 4.30740 1.0 -0.7 1.0
C 0.70138 -0.19319 0.27203 -1.0 0.6 0.0
C -7.41419 4.90649 0.20289 -2.1 0.2 1.4
C -3.06324 5.70642 2.66401 -0.9 0.9 -0.5
C -1.65729 6.36037 -6.88518 4.8 6.4 1.0
C -0.34914 3.63372 -6.33913 -2.0 0.5 0.0
C -5.89814 -0.09949 -3.34002 -0.6 -0.7 0.7
C -6.03434 5.36862 0.08317 1.4 0.4 -0.5
C 5.74037 0.21080 -5.52329 1.5 -0.9 -0.5
C 0.80716 0.12493 -1.24466 -0.2 -0.6 0.7
C 6.20946 -1.92103 -2.08200 1.7 -1.5 0.5
C 3.73203 -1.31434 -5.33011 0.4 0.2 -0.8
C 4.09341 2.54514 -1.05035 0.3 -0.7 -0.1
C 3.92146 3.50836 0.09699 1.5 1.1 -2.4
C -5.64621 -0.62251 3.96176 -0.6 0.0 1.2
C -5.12352 1.12766 -3.62363 1.3 2.3 0.8
C 1.69032 -4.25890 -2.27030 -0.5 0.3 0.5
C -3.75779 -0.04068 8.20565 0.9 1.2 -1.1
C 0.07934 -6.47875 1.62442 -0.6 3.5 -0.5
C -1.71980 3.85435 -7.18833 2.3 0.2 0.1
C -2.18360 5.11341 3.67073 1.0 -0.8 0.4
C 2.13287 -4.27713 -3.72175 -0.1 0.8 -1.1
C 7.00158 0.88491 0.26640 -0.7 -0.7 2.2
C -0.69626 0.07348 0.95775 1.2 -0.5 -0.2
C -1.18523 1.39901 0.77152 -2.2 6.6 -1.3
C -2.57507 4.71744 -2.72793 2.2 0.7 2.5
C 3.07910 2.04670 1.89227 0.0 -5.0 4.3
C 4.72478 -0.65116 -6.28471 0.1 -0.8 0.6
C -1.52601 4.99973 -1.68645 -0.4 -0.6 0.0
C -4.79945 -0.03675 1.67720 0.4 1.2 1.7
C 6.86388 -0.64464 -4.98234 -1.8 1.2 -0.3
C -2.34629 -1.79657 -2.56208 0.4 -0.5 -1.8
C 2.80614 3.16930 1.01394 0.0 0.6 -0.2
C -2.49456 -6.84843 7.26947 -0.8 2.2 -1.4
C 7.35363 -2.82988 -1.86876 0.9 0.4 0.2
C -5.71844 5.57082 -1.33580 1.5 0.4 -2.1
C -2.80632 0.41356 7.12216 2.1 0.9 -2.2
C -1.97767 -1.19861 9.73231 -0.4 -0.6 -1.9
C -1.91609 -2.54530 -3.76383 -0.5 -0.6 0.9
C -0.77179 7.04052 -3.02700 1.4 -0.8 1.0
C 0.01762 -8.24072 3.31789 -1.4 0.5 2.1
C -1.74081 -3.38352 5.70208 -0.3 0.3 0.2
C 7.08070 -4.30509 -1.88840 -1.7 -0.6 -0.9
C 8.48621 0.08512 2.37514 0.4 0.3 -0.1
C -5.85612 -0.80169 2.47898 -0.5 -0.3 0.5
C 7.68362 1.22377 1.65074 2.0 0.4 -0.7
C -2.70224 7.19433 2.39696 0.0 -0.5 -0.2
H 6.18570 -5.80916 -3.11136 -0.5 -0.2 0.2
H -5.51239 0.90838 -5.67363 -0.4 -0.2 -0.1
H 0.57318 -2.44237 3.06563 0.4 0.7 -0.5
H -2.74062 -2.78348 -4.43579 -0.5 0.2 0.4
H 6.25840 0.17310 0.62571 -0.2 -0.6 -0.7
H -2.25020 5.67203 4.60433 0.3 -0.1 0.1
H 4.18758 -0.14802 -7.08868 0.1 0.5 0.2
H 3.57664 -3.27480 -1.66617 0.2 -0.2 0.0
H -4.93655 -0.03847 0.59587 0.1 -0.5 0.2
H -1.22146 -2.48971 6.04774 -0.2 0.1 0.2
H 4.92797 3.67841 0.47926 -0.3 0.0 0.8
H -0.07960 -6.40215 4.56894 0.1 0.1 -0.5
H 4.98392 2.74508 -1.64626 0.3 0.1 0.3
H 0.81464 -1.49762 4.57827 0.1 0.0 -0.1
H 7.83696 -2.61358 -0.91602 -0.2 0.5 0.1
H -4.04178 1.02205 -3.54118 0.0 -0.6 0.1
H -2.43871 -5.96093 5.38124 -0.4 -0.1 -0.2
H -5.80001 6.32860 0.54320 -0.4 -0.2 0.7
H -4.03742 -1.62133 9.51311 -0.2 -0.1 0.1
H -1.59840 -3.50888 -3.36546 0.3 -0.1 -0.1
H -6.19577 6.43775 -1.79262 -0.4 0.0 0.1
H 0.55634 5.68865 -1.64100 -0.4 0.9 0.4
H -1.42762 -0.65331 0.60422 -0.1 0.1 0.1
H -6.45851 2.16827 -4.87118 -0.2 -0.1 -0.2
H 8.11924 -2.65554 -2.62477 -0.2 0.5 -0.2
H 3.04209 -1.41787 3.57922 -0.3 0.2 -0.4
H -0.44144 -0.21091 -5.86951 -0.2 0.2 -0.1
H 7.29051 -4.92613 -3.93238 -0.4 1.0 -0.7
H -1.01986 7.78336 -2.26887 0.1 -0.1 0.2
H -5.71528 -0.41749 -2.31359 0.2 -0.4 -0.1
H -0.62884 -4.86254 6.86783 -0.2 -0.5 -0.2
H 0.88532 -1.23891 0.51849 0.2 -0.1 -0.4
H -0.55863 3.46816 -5.28235 -0.5 -0.3 0.1
H 0.26636 -9.27035 3.57499 0.3 0.1 -0.2
H -3.11779 5.05858 1.78913 0.1 0.3 -0.3
H -3.45514 7.69416 1.78752 -0.1 0.1 0.1
H 1.55480 -6.91034 3.94949 -0.1 0.6 0.0
H -4.02080 5.64823 3.18149 -0.6 0.6 -0.7
H 1.45744 -7.90841 1.77984 0.2 -0.4 -0.1
H -1.37117 -3.50192 4.68352 0.7 -1.1 0.2
H -3.84713 -0.40410 2.05962 0.3 -0.6 -1.0
H -1.98745 -4.21680 7.74299 0.3 0.6 0.0
H 0.11455 -0.44409 -1.86484 0.1 -0.5 0.2
H -0.59410 0.04092 2.04246 0.1 -0.7 0.2
H 8.01485 -4.84019 -1.71771 0.1 0.1 -0.2
H 2.66255 -3.05449 1.76967 -1.0 -0.5 0.0
H 3.30240 2.61508 -1.79702 -0.5 -0.4 0.3
H -4.86236 2.42283 -5.49846 0.6 0.3 1.0
H 1.84304 -0.10939 -1.48988 0.0 0.1 -0.5
H -1.27772 4.05263 -1.20742 0.1 -0.2 -0.3
H -5.96067 -1.85861 2.23388 1.0 -0.3 0.2
H -2.91092 4.96032 -5.89206 -0.2 0.8 0.2
H 0.05224 4.91800 -3.01777 0.0 0.3 -0.7
H -3.72199 -5.29184 6.44039 0.1 0.0 0.0
H 0.20185 4.57187 -6.27299 0.4 -0.1 -0.7
H -4.76479 -0.06071 7.78895 0.1 -0.4 -0.2
H -6.89521 -0.57036 2.24475 0.0 1.1 0.2
H 0.23406 2.77082 -6.66065 0.0 0.3 -0.4
H -1.06332 -8.15634 3.42989 -0.2 -0.4 -0.2
H 2.97037 -4.40170 2.93134 0.0 0.0 -0.3
H -1.05690 -1.06494 9.16448 -0.1 0.3 -0.3
H 0.82194 -7.71926 5.25116 -0.2 -0.1 0.2
H -1.17316 5.09772 3.26224 0.3 -0.3 0.5
H -2.56960 4.10676 3.83125 0.5 -0.2 0.3
H 3.28225 -2.60437 4.68602 -0.7 -0.5 0.6
H 7.07648 1.73041 2.40094 -0.6 -0.3 -0.3
H -0.68988 -2.56647 -5.44932 0.1 -0.2 0.0
H 3.24581 -0.52665 -4.75458 -0.5 -0.4 0.1
H -4.65198 5.77637 -1.42811 0.1 0.0 -0.2
H 5.21413 -1.49917 -6.76379 0.5 0.3 -0.2
H 6.29913 0.84899 -6.20785 -0.3 0.4 -0.1
H 3.64596 4.42269 -0.42856 0.0 0.5 0.5
H -3.79575 0.71714 8.98818 0.2 0.2 -0.1
H 3.21002 -4.33253 -3.87914 0.0 -0.6 0.2
H 5.29885 0.80884 -4.72610 0.0 -0.1 0.0
H -3.21914 5.38417 -7.59598 -0.4 -0.5 0.0
H 8.51908 1.91148 1.51980 -0.2 0.6 -0.5
H 4.21035 1.56308 -0.59212 -0.2 -0.5 -0.7
H 0.84713 -3.58845 -2.10405 0.0 0.3 -0.3
H 6.37791 1.64910 -0.19743 0.6 0.5 0.3
H -4.47903 1.54386 3.20911 0.2 -0.2 0.0
H 7.87191 -0.57702 2.98532 -0.1 -1.0 -1.1
H 1.59887 -4.98325 -4.35762 0.3 -0.7 0.4
H 7.61303 0.41709 -0.50521 0.3 0.1 0.4
H -6.97829 0.03234 -3.40316 -0.1 0.4 -0.1
H -2.15939 -0.72872 -5.96292 0.2 -0.2 -0.4
H -1.69721 0.26535 -4.70487 0.5 -0.1 0.7
H 1.99973 2.95357 0.31304 -0.5 -0.3 0.5
H -8.17342 5.41789 -0.38882 0.2 1.1 0.3
H -2.03190 -0.36287 10.42996 -0.2 -0.4 0.3
H -1.65020 6.98466 -3.66993 0.1 -0.6 0.0
H 1.25514 -5.22769 -2.02502 0.3 -0.1 0.2
H -2.40634 3.01681 -7.06468 0.1 0.0 -0.1
H -5.89588 4.71182 -1.98289 -0.1 -0.1 0.1
H -2.75792 -3.11295 5.41861 -0.4 0.2 0.8
H 2.57123 4.10575 1.51990 -0.3 -0.4 0.7
H -4.02894 2.01459 1.54582 0.0 -0.1 0.1
H 0.05263 7.44193 -3.61633 -0.1 0.0 -0.1
H 4.23290 -2.03550 -4.68423 0.0 0.2 0.2
H 5.54004 -4.27127 -3.60288 0.5 0.5 -0.1
H 0.78651 -3.26587 4.44549 0.2 0.0 0.6
H -5.35893 4.59922 0.45726 0.0 0.1 0.4
H 3.09760 -1.87736 -6.01464 -0.7 0.0 0.5
H -5.72062 1.87753 2.04494 -0.1 0.3 -0.1
H 1.48263 0.36575 0.78712 -0.2 0.0 0.1
H -1.95153 5.53940 -0.84041 -0.3 0.5 -0.3
H -3.22521 -2.14413 8.10566 0.4 0.2 -0.2
H -1.85274 -2.19924 10.14610 -0.1 0.3 0.8
H -2.66245 7.63835 3.39163 0.0 0.4 -0.1
H -7.69923 4.91403 1.25493 -0.5 0.0 0.0
H 9.06586 0.48055 3.20925 0.1 0.9 -0.1
H 2.35840 -3.20481 -0.43363 -0.2 0.0 -0.1
H -1.44358 3.98248 -8.23495 0.2 -0.7 -0.1
H 0.56243 1.14797 -1.53032 0.3 0.3 0.5
H 1.87206 -3.38329 -4.28845 0.0 0.7 0.5
H -5.35451 1.85682 -2.84707 -0.1 0.0 0.2
H 6.44420 -4.58679 -1.04958 -0.2 0.0 0.0
H -0.15277 -8.48170 1.24055 0.3 -0.1 -0.3
H 0.10368 -1.65755 -4.21192 -0.1 -0.5 0.8